No. 1
Density functional theory data (ωB97M-V/def2-TZVPD) for a molecular structure, C12H24Br4NO3P.

HOMO level = -8.15 eV
HOMO-LUMO gap = 8.63 eV
Electronic energy = -11389.2456 Eh

The geometry in ORCA input format:
```
! RIJCOSX wB97M-V def2-TZVPD def2/J DEFGRID3
* xyz 0 1
H 1.995 -0.075 -2.320
Br 2.217 3.924 -4.211
H -3.424 1.257 -2.945
H 3.312 5.185 -1.781
P -0.360 -2.481 -0.003
H -0.207 -4.241 7.161
H 1.901 0.249 3.799
Br 1.056 4.750 -0.804
H 2.389 6.689 -1.555
C 1.216 -0.484 -3.060
O 0.445 0.635 -3.618
H 1.800 -0.944 -3.960
H 1.837 -1.694 -0.917
C 1.907 5.662 -3.384
C 2.347 5.668 -1.940
H -1.904 1.534 -1.134
O 0.345 -1.515 -2.527
H -1.364 -2.890 7.132
C -0.318 -3.168 6.994
H 0.849 5.893 -3.514
H -1.768 -3.905 -1.606
H -2.701 -2.951 1.008
C 1.105 -0.310 3.170
H -3.880 -2.804 -0.155
Br 0.690 -2.324 8.433
C -0.084 1.447 -2.511
C 0.940 -2.223 -1.404
O -2.537 1.655 -3.160
H -2.315 -2.137 -1.531
H -1.785 -0.084 -2.134
C 0.230 -2.781 5.641
H 0.601 1.389 -1.566
C -0.633 -0.794 0.837
C -1.965 -3.027 -0.892
H -0.111 2.576 -2.806
H -1.743 -0.639 1.113
C 0.280 -0.596 2.170
H 1.313 -3.293 -1.683
Br -0.318 -0.978 5.144
H 2.502 6.366 -3.970
H -0.179 -3.427 4.861
H 1.320 -2.807 5.593
C -1.634 1.055 -2.156
H -0.313 0.014 0.071
N -3.053 -3.380 0.120
*
```

No. 2
Density functional theory data (ωB97M-V/def2-TZVPD) for 5 unconnected molecules or ions with the total composition C12H24Cl8O3.

HOMO level (alpha / beta) = -12.89 / -12.88 eV
HOMO-LUMO gap (alpha / beta) = 10.62 / 2.21 eV
Electronic energy = -4378.4836 Eh

The geometry in ORCA input format:
```
! RIJCOSX wB97M-V def2-TZVPD def2/J DEFGRID3
* xyz 1 2
H -2.423 -11.457 -13.453
H -1.015 -11.188 -12.478
H -1.578 -5.086 -12.212
H -2.477 -6.489 -11.694
C 2.802 -11.380 -6.779
C -2.056 -10.888 -12.599
O -0.150 -6.439 -8.530
H 6.229 -7.854 -14.050
C 1.232 -9.116 -11.082
H 4.492 -10.161 -6.516
C 6.159 -8.687 -11.977
Cl -1.868 -9.155 -13.066
Cl 2.776 -8.403 -8.954
C -1.058 -6.615 -9.434
C 2.607 -8.666 -10.714
Cl 6.004 -10.270 -11.192
Cl -2.914 -12.697 -10.789
C 6.342 -8.771 -13.472
H 0.421 -8.409 -10.909
C -1.472 -6.074 -11.765
H -0.872 -6.751 -12.374
H 3.464 -12.208 -6.528
H 0.282 -6.240 -6.641
H -0.436 -9.090 -7.517
H 3.397 -9.387 -10.926
C -0.078 -8.282 -6.879
H 2.736 -11.242 -7.858
H 5.236 -8.173 -11.708
H 2.730 -7.660 -11.114
C -0.405 -6.881 -7.194
H -1.405 -6.674 -6.812
H 1.230 -9.356 -12.145
Cl 1.143 -11.610 -6.147
H -0.266 -8.474 -5.823
H 5.631 -9.465 -13.920
H 2.952 -9.321 -6.208
O -2.124 -7.249 -9.324
Cl 7.981 -9.440 -13.921
H -3.857 -10.622 -11.528
C 3.511 -10.243 -6.048
Cl 3.723 -10.555 -4.245
O -0.666 -5.966 -10.594
H 6.982 -8.119 -11.543
H 0.984 -8.366 -7.110
Cl 0.857 -10.670 -10.265
H -2.446 -10.312 -10.449
C -2.862 -10.950 -11.228
*
```

No. 3
Density functional theory data (ωB97M-V/def2-TZVPD) for a molecular structure, C12H24ClCoO12.

HOMO level (alpha / beta) = -11.83 / -11.75 eV
Energy above the lowest of the compared OMol25 structures with the same formula, charge and spin = 0.0 kJ/mol
HOMO-LUMO gap (alpha / beta) = 9.50 / 8.68 eV
Electronic energy = -3217.2741 Eh

The geometry in ORCA input format:
```
! RIJCOSX wB97M-V def2-TZVPD def2/J DEFGRID3
* xyz 1 4
O 4.096 -0.532 -1.762
H 5.037 0.503 -3.110
H 0.261 -3.944 2.331
Co 0.354 1.070 -1.056
O -3.177 1.045 -2.328
C 4.089 0.609 -2.583
H -5.227 1.573 -2.434
O -1.590 1.680 -0.800
O 2.048 -0.141 -0.758
O -0.594 -0.782 -0.468
O -1.769 -2.705 -0.490
H 3.257 0.664 -3.284
H 3.311 -0.472 2.299
H 1.612 -0.962 1.832
C -2.665 -2.345 -1.562
H 2.412 -1.449 3.373
H -3.207 -1.500 -1.138
O 0.565 1.196 1.311
H -0.490 -4.583 0.833
O 1.680 0.549 3.184
H -3.431 -3.089 -1.779
H -0.832 4.033 3.485
O 0.474 2.416 3.282
H 5.589 -1.700 -0.032
C -0.454 3.361 2.714
H -2.953 3.529 0.790
H -1.363 2.854 2.388
C 2.290 -0.661 2.630
O -0.146 -2.527 0.956
C -0.489 -3.770 1.560
H -2.127 -2.092 -2.476
H 4.811 -3.047 0.858
H 4.765 -3.015 -0.919
C 0.860 1.351 2.496
O 3.426 -1.756 -0.044
H 4.072 1.558 -2.048
O -3.786 2.234 -0.583
Cl 1.215 3.344 -1.310
H -4.498 3.098 1.202
C -3.609 2.660 0.749
H 0.041 3.975 1.962
H -1.460 -3.823 2.051
C -4.419 1.175 -3.048
H -4.190 1.675 -3.989
C -0.780 -1.921 -0.098
C 4.755 -2.401 -0.019
H -4.818 0.265 -3.496
C 3.082 -0.741 -0.879
H -3.244 1.875 1.412
C -2.788 1.666 -1.203
*
```